1) A 2-piece molecular cluster, C14H16O overall. Source: the OMol25 dataset; level of theory: ωB97M-V/def2-TZVPD.

Atoms and positions in Å:
C 3.62364 -0.33045 2.82494
C 3.18220 -0.03184 1.42973
C 3.97935 -0.54292 0.36725
C 3.61635 -0.40114 -0.93705
C 2.47868 0.40160 -1.16281
O 2.12041 0.59191 -2.48531
C 1.71456 1.01335 -0.17824
C 2.10277 0.77677 1.12903
H 4.21492 -1.24467 2.88090
H 2.79035 -0.36880 3.47734
H 4.40494 0.42362 3.02416
H 4.95100 -0.97870 0.70140
H 3.96014 -0.81658 -1.87642
H 1.53252 1.36869 -2.47250
H 0.88081 1.60669 -0.49916
H 1.63298 1.27314 2.01095
C -2.51313 2.01158 -0.65354
C -2.95844 0.58634 -0.31709
C -3.78988 -0.05946 -1.24088
C -4.30972 -1.37983 -1.07838
C -4.00648 -1.87998 0.17711
C -3.15123 -1.31716 1.08326
C -2.58574 -0.05858 0.90080
H -1.41366 1.96264 -0.50480
H -2.75475 2.65114 0.18022
H -2.68339 2.41790 -1.63702
H -4.13243 0.54713 -2.09312
H -5.00256 -1.74548 -1.79173
H -4.47836 -2.85842 0.41215
H -3.11572 -1.80165 2.04037
H -1.88909 0.28917 1.63477

Its frontier orbital gap is 8.96 eV. The HOMO energy comes out at -8.2 eV. As for the lowest unoccupied orbital energy: 0.7437 eV. The SMILES is Cc1ccc(O)cc1.Cc1ccccc1.



2) A 2-piece molecular cluster, C14H16O overall. Source: the OMol25 dataset; level of theory: ωB97M-V/def2-TZVPD.

Atoms and positions in Å:
C -1.29657 3.18841 0.10114
C -0.85855 2.36531 1.29513
C -1.64806 2.21218 2.43196
C -1.31358 1.34311 3.45364
C -0.01367 0.86952 3.48217
O 0.35406 0.11730 4.56663
C 0.84743 1.08550 2.41777
C 0.41185 1.81833 1.33829
H -1.91775 2.57411 -0.54194
H -0.38788 3.52816 -0.39918
H -1.95581 4.01809 0.35752
H -2.60206 2.74415 2.46357
H -1.96229 1.14279 4.29611
H 1.14168 -0.43102 4.38570
H 1.77289 0.53581 2.34567
H 1.09610 1.96752 0.51362
C -1.37976 -2.03936 -3.25688
C -0.03750 -1.99844 -2.57123
C 0.83755 -0.94856 -2.80735
C 1.96945 -0.79988 -2.02075
C 2.34614 -1.81384 -1.16329
C 1.57769 -2.97477 -1.06069
C 0.32728 -2.98796 -1.66857
H -2.07036 -1.34792 -2.74655
H -1.89500 -2.98511 -3.07915
H -1.35688 -1.87109 -4.33330
H 0.61677 -0.17895 -3.53367
H 2.59608 0.07918 -2.06023
H 3.13106 -1.63116 -0.44893
H 1.95715 -3.76491 -0.43159
H -0.28745 -3.81648 -1.32563

Its frontier orbital gap is 9.08 eV. The HOMO energy comes out at -8.3 eV. As for the lowest unoccupied orbital energy: 0.7387 eV. The SMILES is Cc1ccc(O)cc1.Cc1ccccc1.



3) A 2-piece molecular cluster, C14H16O overall. Source: the OMol25 dataset; level of theory: ωB97M-V/def2-TZVPD.

Atoms and positions in Å:
C 0.76502 -2.18348 -0.87748
C -0.63322 -1.91103 -1.36177
C -0.79799 -0.96493 -2.40276
C -2.04414 -0.63794 -2.87350
C -3.15342 -1.26553 -2.27048
O -4.35925 -0.71688 -2.64591
C -3.03075 -2.25005 -1.32340
C -1.73412 -2.54527 -0.86104
H 0.98264 -1.47967 -0.08577
H 1.59295 -2.20636 -1.58436
H 0.81490 -3.17710 -0.41913
H 0.13024 -0.54611 -2.77645
H -2.19532 -0.05879 -3.77391
H -5.09666 -1.24734 -2.33772
H -3.87673 -2.81443 -0.95247
H -1.63172 -3.24330 -0.03691
C 3.14908 2.65029 0.46235
C 2.07954 2.06797 1.36253
C 1.50380 2.90963 2.29913
C 0.58453 2.36926 3.21122
C 0.17640 1.06848 3.07749
C 0.73570 0.23528 2.10946
C 1.74026 0.72140 1.27629
H 2.81591 3.60106 0.05695
H 3.28114 2.01422 -0.42965
H 4.18146 2.64765 0.81761
H 1.80366 3.94857 2.25726
H 0.18307 3.08532 3.92022
H -0.50140 0.60468 3.78657
H 0.38198 -0.75363 1.85340
H 2.15243 0.07803 0.52222

Its frontier orbital gap is 9.24 eV. The HOMO energy comes out at -8.4 eV. As for the lowest unoccupied orbital energy: 0.8726 eV. The SMILES is Cc1ccc(O)cc1.Cc1ccccc1.



Relative energies, in kcal/mol, with the most stable structure set to zero: 1) 17.3; 2) 0.0; 3) 1.7.



1) A 9-piece molecular cluster, H18O9 overall. Source: the OMol25 dataset; level of theory: ωB97M-V/def2-TZVPD.

Atoms and positions in Å:
O 3.38880 3.47502 2.54922
H 2.60612 3.98164 2.33248
H 3.35213 2.71594 1.96727
O -1.98823 1.44369 3.61487
H -1.65385 0.84944 2.94310
H -1.71921 1.04568 4.44280
O 3.94728 -0.10306 -0.72725
H 4.75310 -0.55969 -0.96884
H 3.89470 0.63104 -1.33927
O -2.90639 -5.61358 -1.72980
H -3.66436 -5.02975 -1.75924
H -3.00059 -6.16837 -2.50412
O -4.30470 1.31978 -1.29115
H -5.04469 1.31175 -0.68404
H -3.57470 0.96406 -0.78442
O -0.36536 -0.79363 0.14576
H -0.40257 -1.73885 -0.00053
H 0.54202 -0.55665 -0.04590
O 2.37266 3.49050 -2.92481
H 2.67385 3.57895 -3.82908
H 1.49582 3.87444 -2.92528
O -0.66646 4.78283 0.95879
H -1.27128 4.07906 1.19355
H -0.95239 5.06516 0.09001
O 0.92665 -7.32486 0.80286
H 0.23777 -6.84405 0.34405
H 1.32390 -7.87650 0.12898

Its frontier orbital gap is 11.29 eV. The HOMO energy comes out at -11.1 eV. As for the lowest unoccupied orbital energy: 0.1759 eV. The SMILES is O.O.O.O.O.O.O.O.O.



2) A 9-piece molecular cluster, H18O9 overall. Source: the OMol25 dataset; level of theory: ωB97M-V/def2-TZVPD.

Atoms and positions in Å:
O 5.67530 5.01982 4.14184
H 5.34459 5.70674 4.72064
H 5.06686 5.01510 3.40292
O 8.61630 5.15047 4.27889
H 8.56605 5.24399 5.23019
H 7.84449 5.61221 3.95126
O 4.72906 4.05249 7.66838
H 4.01830 3.82343 7.06957
H 5.43202 4.36422 7.09838
O 4.81143 5.29246 10.09563
H 4.87964 5.07708 9.16547
H 3.90673 5.58395 10.20876
O 6.17252 2.48816 5.22057
H 5.89779 3.28523 4.76733
H 6.84788 2.78073 5.83255
O 7.70240 5.24866 6.94181
H 8.29424 5.60732 7.60312
H 6.88524 5.73203 7.06362
O 10.48391 4.24850 7.99178
H 9.74140 3.67027 8.16659
H 10.51270 4.32037 7.03772
O 11.29543 6.77539 8.12147
H 11.72019 7.15522 8.89059
H 11.04903 5.89188 8.39520
O 5.47720 6.68142 6.81817
H 4.66164 7.00959 7.19686
H 5.92577 7.46448 6.49904

Its frontier orbital gap is 10.18 eV. The HOMO energy comes out at -10.6 eV. As for the lowest unoccupied orbital energy: -0.4572 eV. The SMILES is O.O.O.O.O.O.O.O.O.



3) A 9-piece molecular cluster, H18O9 overall. Source: the OMol25 dataset; level of theory: ωB97M-V/def2-TZVPD.

Atoms and positions in Å:
O -0.00219 -1.30830 -2.79799
H -0.54102 -2.02961 -2.54788
H 0.20003 -0.86171 -2.00816
O 2.28459 0.90707 0.94605
H 2.33257 1.44147 0.12154
H 1.35508 0.72302 0.99032
O 0.12905 2.09066 -2.67024
H 0.51082 2.87808 -3.02030
H 0.73929 1.62520 -2.09693
O 0.22315 -0.34066 -0.21814
H -0.65390 0.00972 -0.30444
H 0.15930 -1.07781 0.37114
O 3.70063 -1.02750 -0.16240
H 4.35458 -0.30938 -0.31411
H 2.96381 -0.51975 0.19028
O -0.21732 -2.56057 1.31399
H -0.51088 -3.45392 1.10241
H 0.63908 -2.70927 1.72296
O -2.65791 0.37579 -0.12701
H -2.72998 1.22695 -0.55566
H -3.17680 -0.26282 -0.68636
O -0.75376 2.83106 0.62268
H -0.77952 3.77944 0.39210
H -1.62291 2.63279 0.82197
O -2.34204 -1.47908 2.88542
H -1.51430 -1.64148 2.37756
H -2.08945 -0.93938 3.65122

Its frontier orbital gap is 10.56 eV. The HOMO energy comes out at -10.5 eV. As for the lowest unoccupied orbital energy: 0.0690 eV. The SMILES is O.O.O.O.O.O.O.O.O.



4) A 9-piece molecular cluster, H18O9 overall. Source: the OMol25 dataset; level of theory: ωB97M-V/def2-TZVPD.

Atoms and positions in Å:
O -1.68181 -2.40921 -0.51295
H -1.86095 -3.34867 -0.47353
H -0.74611 -2.33524 -0.32529
O 2.23264 1.64984 3.25068
H 1.52205 2.06541 3.73915
H 2.11613 1.95529 2.35104
O 2.47607 2.01017 0.22956
H 2.34518 2.22653 -0.69363
H 2.98128 2.74434 0.57883
O 3.93932 -0.28629 -0.57928
H 3.24108 0.01186 0.00365
H 4.05167 0.42945 -1.20485
O 0.06748 0.40192 -0.62760
H 0.48731 0.89386 0.07807
H -0.86867 0.56112 -0.50716
O -2.21790 -1.52657 -3.20495
H -2.26007 -1.43074 -2.25350
H -3.01314 -1.10034 -3.52457
O 1.26473 -2.14417 -0.55426
H 1.76591 -1.93452 -1.34235
H 0.75326 -1.35451 -0.37798
O -2.81438 -0.63327 2.27585
H -1.87322 -0.69441 2.43929
H -2.88315 -0.42574 1.34395
O -2.85882 1.36993 0.27200
H -2.48193 2.11206 -0.20069
H -3.68385 1.19182 -0.17949

Its frontier orbital gap is 10.56 eV. The HOMO energy comes out at -10.9 eV. As for the lowest unoccupied orbital energy: -0.3268 eV. The SMILES is O.O.O.O.O.O.O.O.O.



Relative energies, in kcal/mol, with the most stable structure set to zero: 1) 18.5; 2) 0.0; 3) 10.6; 4) 6.1.



1) An isolated molecule of C8H17N3O3. Source: the OMol25 dataset; level of theory: ωB97M-V/def2-TZVPD.

Atoms and positions in Å:
N 0.69203 -3.24814 -2.65733
C -0.26356 -2.17577 -2.44631
C -0.43904 -1.70130 -1.01086
C 0.79461 -1.08878 -0.34756
C 1.13532 0.35112 -0.66465
C 0.42827 1.41585 0.27713
N -1.02810 1.34417 0.19587
C -1.86242 0.93204 1.23342
O -2.91919 0.45673 0.99280
C -1.35526 1.12169 2.59258
N -0.06354 0.26716 2.90095
C 0.72445 2.72729 -0.14857
O 0.25703 3.40312 -1.06074
O 1.75360 3.23049 0.57916
H 0.23084 -4.16359 -2.47191
H 1.29277 -3.11917 -1.90495
H -1.10458 -2.60840 -2.94375
H -0.05677 -1.36574 -3.10934
H -0.66804 -2.57970 -0.39892
H -1.17336 -0.96410 -1.05372
H 1.67611 -1.86063 -0.56809
H 0.60334 -1.25571 0.75654
H 1.10631 0.52051 -1.71444
H 2.21061 0.52336 -0.36078
H 0.75628 1.31672 1.25787
H -1.54819 1.43955 -0.64116
H -2.25871 0.96558 3.24283
H -1.05246 2.11392 2.65116
H -0.23192 -0.75774 2.88681
H 0.41863 0.61015 3.67753
H 1.94495 4.14930 0.25842

Its frontier orbital gap is 9.91 eV. The HOMO energy comes out at -9.4 eV. As for the lowest unoccupied orbital energy: 0.5546 eV. The SMILES is NCCCC[C@H](NC(=O)CN)C(=O)O.



2) An isolated molecule of C8H17N3O3. Source: the OMol25 dataset; level of theory: ωB97M-V/def2-TZVPD.

Atoms and positions in Å:
N 5.17534 -0.22387 0.14213
C 3.80310 -0.01297 0.59356
C 2.82773 -0.83784 -0.30382
C 1.43904 -0.75746 0.09779
C 0.92658 0.58121 -0.29905
C -0.51367 0.82183 0.21474
N -1.28414 -0.29616 -0.29251
C -2.42316 -0.85052 0.36655
O -3.06874 -0.11024 1.03482
C -2.67952 -2.14479 -0.05398
N -1.44131 -2.81828 -0.59419
C -1.10276 2.09198 -0.25229
O -0.40094 2.94969 -0.65608
O -2.35087 2.38858 0.05131
H 5.16799 -0.15481 -0.85840
H 5.97976 0.32750 0.55423
H 3.69636 -0.38430 1.64966
H 3.58172 1.06432 0.64715
H 3.00009 -0.60729 -1.29500
H 3.15789 -1.81642 -0.05018
H 0.83504 -1.65967 -0.29271
H 1.26193 -0.85746 1.25006
H 1.53870 1.33382 0.22437
H 0.96400 0.81282 -1.30486
H -0.50771 0.72956 1.37227
H -1.20732 -0.71932 -1.18092
H -2.78485 -2.58412 0.87083
H -3.41652 -2.16374 -0.84126
H -1.65742 -3.14790 -1.52024
H -1.06388 -3.55526 0.01644
H -2.79462 1.57766 0.34926

Its frontier orbital gap is 9.25 eV. The HOMO energy comes out at -8.9 eV. As for the lowest unoccupied orbital energy: 0.3130 eV. The SMILES is NCCCC[C@H](NC(=O)CN)C(=O)O.



Relative energies, in kcal/mol, with the most stable structure set to zero: 1) 0.0; 2) 9.9.



1) A 2-piece molecular cluster, C4H14NS overall. Source: the OMol25 dataset; level of theory: ωB97M-V/def2-TZVPD.

Atoms and positions in Å:
C -0.31654 -2.10277 1.13787
C 0.13266 -2.08761 2.57820
S -1.43812 -0.73421 0.65795
H 0.50683 -1.93083 0.39217
H -0.77489 -3.01140 0.79345
H 0.69492 -2.89723 2.99026
H -2.37918 -0.64576 1.62844
H -0.74562 -1.81685 3.20915
H 0.67073 -1.08272 2.85465
C 0.19261 1.84238 -1.03359
C 1.60071 1.69168 -1.48409
N -0.84785 0.99415 -1.83505
H -0.01416 1.50349 -0.02079
H -0.08393 2.88715 -1.13733
H 1.66303 0.82802 -2.18647
H 2.37002 1.60008 -0.68791
H -1.63227 0.74157 -1.20308
H -1.29143 1.51456 -2.57711
H -0.35736 0.13045 -2.09736
H 2.04985 2.57582 -1.97936

Its frontier orbital gap is 9.78 eV. Its net charge is +1. The HOMO energy comes out at -13.0 eV. As for the lowest unoccupied orbital energy: -3.2709 eV.



2) A 2-piece molecular cluster, C4H14NS overall. Source: the OMol25 dataset; level of theory: ωB97M-V/def2-TZVPD.

Atoms and positions in Å:
C 1.34283 2.52201 -2.04364
C 0.31829 1.80432 -1.16797
S -0.27188 0.22895 -1.91558
H 0.89405 2.65809 -3.02829
H 2.24685 1.92949 -2.14914
H 1.51351 3.51690 -1.64091
H 0.68445 1.59449 -0.16173
H -0.56572 2.42807 -1.05056
H -1.55551 0.42999 -1.61556
C -0.06605 -2.79439 1.14906
N -0.05741 -1.28624 1.00484
C -1.06478 -0.54931 1.80767
H 0.71044 -3.19962 0.51150
H 0.14719 -2.98148 2.19809
H -1.06243 -3.12151 0.87257
H -0.14205 -1.02204 -0.00996
H 0.87061 -0.96898 1.25403
H -2.03555 -1.01779 1.65125
H -1.05608 0.47994 1.46599
H -0.85077 -0.65088 2.86832

Its frontier orbital gap is 10.18 eV. Its net charge is +1. The HOMO energy comes out at -13.3 eV. As for the lowest unoccupied orbital energy: -3.1347 eV.



Relative energies, in kcal/mol, with the most stable structure set to zero: 1) 17.4; 2) 0.0.